(1)
{
  "formula": "C29H27BrF3GdN4S2",
  "method": "the ωB97M-V functional and the def2-TZVPD basis",
  "gap_ev": [6.7, 5.5],
  "energy_ev": -157173.466,
  "relative_energy_kcal_mol": 0.0,
  "e_homo_ev": [-7.4535, -7.2973],
  "spin_multiplicity": 8,
  "e_lumo_ev": [-0.79, -1.77],
  "symbols": ["Gd", "C", "N", "C", "C", "N", "C", "C", "C", "C", "C", "C", "C", "S", "C", "C", "C", "C", "C", "C", "S", "H", "H", "H", "H", "H", "H", "H", "H", "H", "H", "H", "H", "H", "H", "H", "H", "H", "H", "Br", "C", "C", "C", "C", "C", "C", "N", "C", "C", "C", "C", "C", "C", "N", "H", "H", "H", "H", "H", "H", "H", "H", "H", "F", "C", "F", "F"],
  "xyz": [[-0.046, -0.230, -0.619], [0.445, -3.272, 1.215], [0.241, -1.870, 1.608], [-1.056, -1.750, 2.320], [-2.262, -1.870, 1.416], [-2.431, -0.717, 0.515], [-2.940, 0.451, 1.278], [-3.370, -0.984, -0.562], [-4.383, -1.926, -0.420], [-5.296, -2.152, -1.441], [-5.200, -1.424, -2.618], [-4.193, -0.485, -2.765], [-3.269, -0.241, -1.746], [-2.036, 0.989, -1.996], [1.296, -1.375, 2.474], [2.096, -2.248, 3.209], [3.083, -1.771, 4.059], [3.269, -0.403, 4.187], [2.472, 0.471, 3.461], [1.474, 0.011, 2.595], [0.495, 1.180, 1.714], [0.285, -3.958, 2.057], [1.454, -3.405, 0.835], [-0.250, -3.536, 0.426], [-1.068, -0.801, 2.848], [-1.117, -2.547, 3.070], [-3.138, -1.979, 2.067], [-2.194, -2.769, 0.806], [-3.877, 0.183, 1.780], [-3.129, 1.265, 0.582], [-2.205, 0.779, 2.006], [-4.473, -2.500, 0.492], [-6.073, -2.895, -1.312], [-5.904, -1.593, -3.425], [-4.098, 0.080, -3.685], [1.962, -3.317, 3.121], [3.698, -2.467, 4.616], [4.033, -0.013, 4.850], [2.614, 1.542, 3.545], [-1.869, 7.419, -1.694], [-0.939, 5.779, -1.548], [-1.354, 4.839, -0.621], [-0.683, 3.631, -0.530], [0.411, 3.372, -1.339], [0.803, 4.316, -2.279], [0.131, 5.526, -2.388], [1.086, 2.110, -1.226], [2.342, 2.128, -1.302], [3.175, 0.906, -1.277], [4.515, 1.020, -1.594], [5.297, -0.125, -1.628], [4.701, -1.334, -1.337], [3.349, -1.354, -1.019], [2.594, -0.261, -0.986], [-2.200, 5.043, 0.022], [-1.007, 2.894, 0.190], [1.613, 4.099, -2.967], [0.431, 6.256, -3.128], [2.884, 3.073, -1.379], [4.931, 1.995, -1.817], [6.349, -0.068, -1.877], [5.262, -2.258, -1.351], [2.840, -2.278, -0.786], [-0.953, -2.232, -1.417], [0.474, -2.385, -1.849], [0.398, -3.371, -2.719], [0.514, -1.196, -2.715]],
  "forces_ev_per_angstrom": [[-0.1, 0.9, 1.2], [-0.1, 0.0, 0.0], [0.0, -0.1, 0.0], [0.1, 0.0, 0.0], [0.0, 0.1, 0.0], [-0.1, 0.0, 0.1], [0.0, -0.1, -0.1], [0.0, 0.0, 0.1], [0.0, 0.0, -0.1], [0.0, 0.0, 0.0], [0.0, 0.0, 0.0], [0.0, 0.0, 0.0], [0.0, 0.0, -0.1], [0.1, 0.1, 0.1], [-0.1, -0.1, 0.0], [0.0, 0.0, 0.0], [0.0, 0.0, 0.0], [0.0, 0.1, 0.0], [0.0, 0.0, 0.0], [0.0, 0.0, 0.0], [0.1, 0.0, 0.1], [0.0, 0.0, 0.0], [0.0, 0.0, 0.0], [0.0, 0.0, 0.0], [0.0, 0.1, 0.0], [0.0, 0.0, 0.1], [0.0, 0.0, 0.0], [0.0, 0.0, 0.0], [0.0, 0.0, 0.0], [0.0, 0.0, 0.0], [0.0, 0.0, 0.0], [0.0, 0.0, 0.0], [0.0, 0.0, 0.0], [0.0, 0.0, 0.0], [0.0, 0.0, 0.0], [0.0, 0.1, 0.0], [0.0, 0.0, 0.0], [0.0, 0.0, 0.0], [0.0, 0.0, 0.0], [0.0, 0.0, 0.0], [0.0, 0.0, 0.0], [0.0, 0.0, 0.0], [-0.1, 0.0, 0.2], [0.1, -0.3, 0.0], [0.1, 0.1, -0.2], [0.0, -0.1, 0.0], [-0.7, 0.2, -0.2], [0.7, -0.1, 0.0], [-0.2, 0.3, 0.0], [0.3, 0.1, 0.0], [0.1, 0.1, 0.0], [0.0, -0.1, 0.0], [0.0, 0.0, 0.2], [0.0, 0.0, 0.0], [0.0, 0.0, 0.0], [0.0, 0.0, 0.0], [0.0, 0.0, 0.0], [0.0, 0.0, 0.0], [0.1, 0.0, 0.0], [0.0, -0.1, 0.0], [0.0, 0.0, 0.0], [0.0, 0.0, 0.0], [0.0, -0.1, 0.0], [-0.3, -0.6, -0.4], [0.1, 0.0, -0.1], [0.0, -0.3, -0.1], [0.0, -0.4, -0.6]],
  "mulliken_spin": [6.531, -0.001, 0.045, -0.018, 0.005, 0.062, -0.005, 0.036, -0.010, 0.013, -0.006, 0.007, -0.023, 0.209, 0.014, -0.001, 0.003, -0.002, -0.001, -0.008, 0.079, 0.000, -0.001, -0.002, 0.001, 0.000, 0.001, 0.001, -0.002, 0.001, -0.002, -0.001, 0.001, 0.000, -0.004, 0.000, 0.000, 0.000, 0.000, 0.000, 0.000, -0.003, -0.003, 0.011, 0.000, -0.001, 0.020, -0.010, 0.008, -0.001, 0.001, 0.000, 0.001, 0.011, 0.000, 0.003, 0.000, 0.000, -0.001, 0.000, 0.000, 0.000, 0.000, 0.013, 0.014, 0.000, 0.011]
}

(2)
{
  "formula": "C29H27CsN3OPS",
  "method": "the ωB97M-V functional and the def2-TZVPD basis",
  "gap_ev": 4.8,
  "energy_ev": -57700.808,
  "relative_energy_kcal_mol": 29.1,
  "e_homo_ev": -0.5800,
  "total_charge": -2,
  "spin_multiplicity": 1,
  "e_lumo_ev": 4.20,
  "symbols": ["Cs", "N", "C", "S", "N", "N", "C", "C", "C", "C", "C", "C", "C", "O", "H", "H", "H", "H", "H", "H", "H", "C", "C", "C", "C", "C", "C", "C", "P", "C", "C", "C", "C", "C", "C", "C", "C", "C", "C", "C", "C", "C", "C", "H", "H", "H", "H", "H", "H", "H", "H", "H", "H", "H", "H", "H", "H", "H", "H", "H", "H", "H", "H"],
  "xyz": [[-1.748, 0.644, 1.406], [-4.037, 4.659, -0.670], [-3.821, 3.557, 0.184], [-3.977, 1.995, -0.563], [-3.490, 3.920, 1.390], [-3.407, 2.982, 2.410], [-2.416, 3.135, 3.194], [-2.262, 2.423, 4.507], [-2.870, 2.983, 5.630], [-2.690, 2.470, 6.914], [-1.852, 1.359, 7.060], [-1.228, 0.784, 5.963], [-1.406, 1.281, 4.633], [-0.832, 0.734, 3.614], [-4.593, 4.394, -1.463], [-4.376, 5.468, -0.170], [-1.655, 3.872, 2.939], [-3.505, 3.851, 5.484], [-3.182, 2.922, 7.769], [-1.683, 0.938, 8.048], [-0.578, -0.081, 6.077], [2.895, -0.046, -3.712], [3.271, 0.359, -2.306], [4.517, 0.975, -2.129], [4.983, 1.366, -0.884], [4.187, 1.153, 0.233], [2.942, 0.570, 0.070], [2.456, 0.149, -1.179], [0.753, -0.569, -0.996], [0.016, -0.711, -2.689], [-0.657, 0.452, -3.084], [-1.335, 0.540, -4.294], [-1.382, -0.574, -5.119], [-0.762, -1.752, -4.716], [-0.066, -1.851, -3.511], [0.536, -3.188, -3.142], [1.076, -2.214, -0.342], [2.358, -2.732, -0.147], [2.597, -3.914, 0.539], [1.475, -4.578, 1.094], [0.200, -4.114, 0.915], [-0.101, -2.940, 0.113], [-1.400, -2.560, -0.193], [3.731, 0.149, -4.386], [2.024, 0.498, -4.080], [2.652, -1.105, -3.773], [5.139, 1.137, -3.005], [5.957, 1.834, -0.790], [4.523, 1.452, 1.219], [2.312, 0.417, 0.943], [-0.672, 1.303, -2.409], [-1.852, 1.455, -4.560], [-1.926, -0.541, -6.056], [-0.824, -2.631, -5.350], [0.580, -3.830, -4.024], [-0.072, -3.681, -2.376], [1.533, -3.101, -2.718], [3.208, -2.174, -0.530], [3.604, -4.282, 0.692], [1.631, -5.474, 1.689], [-0.638, -4.640, 1.363], [-2.247, -3.128, 0.176], [-1.616, -1.771, -0.904]],
  "forces_ev_per_angstrom": [[-0.5, -1.0, -2.5], [0.2, -0.1, 0.1], [0.0, -0.1, 0.2], [-0.4, 0.5, 0.0], [0.1, 0.1, -0.1], [-0.2, 0.1, 0.0], [-0.2, 0.0, 0.4], [-0.1, 0.2, -0.1], [0.0, -0.2, 0.0], [0.1, -0.1, -0.2], [0.0, 0.1, -0.2], [-0.2, 0.1, 0.0], [0.3, -0.1, 0.1], [0.7, 0.6, 2.6], [-0.1, 0.0, -0.1], [0.0, 0.0, 0.0], [0.2, 0.2, 0.0], [0.0, 0.0, 0.0], [0.0, 0.0, -0.1], [0.0, 0.0, 0.0], [-0.1, 0.1, 0.0], [0.0, 0.0, 0.1], [0.0, 0.0, 0.0], [-0.1, 0.0, 0.1], [-0.1, 0.0, -0.1], [-0.1, 0.0, -0.1], [0.0, 0.0, 0.0], [0.0, 0.0, 0.0], [0.2, 0.0, -0.1], [-0.1, 0.1, -0.1], [0.1, 0.0, -0.1], [0.1, -0.1, 0.1], [0.0, 0.0, 0.1], [0.0, 0.1, 0.0], [0.1, -0.1, 0.0], [0.0, 0.1, -0.1], [0.0, -0.1, 0.1], [-0.1, 0.0, 0.0], [-0.3, 0.0, 0.0], [0.0, 0.2, -0.1], [0.1, 0.1, -0.2], [-0.3, 0.0, 0.0], [0.5, -0.2, 0.0], [0.0, 0.0, 0.0], [0.0, 0.0, 0.0], [-0.1, -0.1, 0.0], [0.0, 0.0, 0.0], [0.0, 0.0, 0.0], [0.0, 0.0, 0.0], [0.0, 0.0, -0.1], [0.0, 0.0, 0.0], [0.0, 0.0, 0.0], [0.0, 0.0, 0.0], [0.0, 0.0, 0.0], [0.0, 0.0, 0.0], [0.0, 0.1, -0.1], [0.0, 0.0, -0.1], [0.0, 0.0, 0.0], [0.0, 0.0, 0.0], [0.0, 0.0, 0.0], [0.0, 0.0, 0.0], [0.0, 0.0, 0.1], [0.0, 0.0, 0.1]],
  "lowdin_charge": [1.083, -0.014, -0.985, 0.266, -0.068, -0.076, -0.240, -0.170, -0.085, -0.158, -0.149, -0.047, -0.459, -0.522, 0.022, 0.052, 0.115, 0.098, 0.069, 0.078, 0.095, -0.046, -0.251, -0.078, -0.112, -0.098, -0.116, -0.307, 1.063, -0.338, -0.115, -0.094, -0.105, -0.068, -0.265, -0.051, -0.390, -0.158, -0.159, -0.152, -0.087, -0.387, -0.113, 0.065, 0.076, 0.072, 0.094, 0.088, 0.096, 0.105, 0.096, 0.098, 0.088, 0.097, 0.067, 0.080, 0.064, 0.090, 0.062, 0.078, 0.089, 0.019, -0.001]
}